The following is a quantum chemistry calculation of C44H63B2N9O16Pb as an isolated structure, from OMol25.

Properties
Frontier orbital gap: 0.250 Ha
LUMO energy: -3.19 eV
2S+1: 1

Each line ends with the Löwdin charge.
Positions of all 135 atoms, in Å:
Pb -15.346 18.975 -16.865  1.630
O -15.430 23.685 -13.578  0.259
O -21.209 19.370 -10.883  0.167
O -14.029 25.264 -14.767  0.238
O -18.224 22.783 -15.358  0.210
O -16.479 27.230 -16.171  0.182
O -13.653 27.376 -15.441  0.174
O -20.054 21.709 -14.577  0.259
O -19.104 19.567 -14.579  0.225
O -21.482 19.678 -14.321  0.199
O -20.186 20.474 -12.550  0.208
O -16.292 25.146 -15.313  0.198
O -17.186 20.065 -15.612  -0.092
O -14.776 20.988 -15.614  -0.118
O -22.932 18.436 -13.149  0.158
O -15.303 21.565 -12.803  0.162
O -14.865 23.198 -15.802  0.277
N -21.430 22.083 -6.765  0.136
N -15.860 17.773 -14.112  0.136
N -24.090 14.682 -9.174  0.159
N -26.953 19.281 -4.970  0.130
N -25.473 15.075 -15.815  0.166
N -18.495 19.988 -20.880  0.146
N -18.095 16.243 -16.063  0.153
N -22.436 25.329 -14.418  0.151
N -16.277 21.194 -18.333  0.118
C -25.918 19.068 -5.424  -0.231
C -24.473 18.310 -7.398  -0.268
C -23.034 18.090 -7.840  -0.103
C -16.975 18.846 -12.028  -0.154
C -16.372 18.273 -13.217  -0.201
C -20.583 21.737 -7.453  -0.238
C -19.130 16.402 -15.591  -0.225
C -16.596 24.093 -20.537  -0.106
C -16.667 24.694 -19.120  -0.211
C -18.840 21.805 -15.078  -0.342
C -24.459 22.736 -13.139  -0.245
C -16.669 22.270 -18.242  -0.180
C -15.236 22.398 -13.652  -0.393
C -20.709 19.210 -18.175  -0.237
C -18.252 20.377 -15.143  -0.351
C -24.404 15.516 -9.894  -0.246
C -17.142 23.650 -18.120  -0.161
C -19.495 21.229 -8.302  -0.193
C -26.356 18.529 -16.064  -0.247
C -20.433 16.572 -14.950  -0.182
C -25.317 16.199 -15.940  -0.232
C -26.008 19.996 -15.879  -0.086
C -20.555 20.211 -19.319  -0.186
C -21.691 14.989 -16.507  -0.090
C -23.016 22.916 -13.643  -0.186
C -21.982 19.153 -13.189  -0.363
C -24.581 18.844 -5.982  -0.198
C -17.492 16.625 -10.907  -0.086
C -24.629 21.600 -12.150  -0.102
C -24.975 15.973 -12.226  -0.271
C -21.363 15.363 -15.053  -0.220
C -18.687 22.336 -8.981  -0.253
C -15.878 26.384 -15.596  -0.379
C -14.388 26.460 -15.226  -0.377
C -24.848 16.545 -10.828  -0.193
C -22.720 24.271 -14.077  -0.224
C -22.151 19.104 -17.652  -0.101
C -25.114 17.643 -16.100  -0.200
C -26.092 14.948 -12.339  -0.109
C -19.423 20.052 -20.217  -0.232
C -21.112 19.695 -12.022  -0.390
C -19.307 22.968 -10.212  -0.086
C -14.986 22.095 -15.162  -0.364
C -18.073 17.931 -11.431  -0.235
B -20.242 20.374 -14.021  -0.928
B -15.143 24.327 -14.896  -0.868
H -16.213 19.035 -11.273  0.135
H -25.765 17.023 -10.460  0.128
H -22.942 18.040 -8.919  0.046
H -22.821 22.172 -14.418  0.109
H -17.267 25.593 -19.091  0.121
H -26.059 14.157 -11.584  0.073
H -25.009 17.367 -7.556  0.101
H -15.864 23.309 -20.732  0.074
H -18.280 15.944 -10.591  0.079
H -22.536 17.271 -7.317  0.083
H -22.390 19.989 -17.064  0.080
H -22.325 22.639 -12.839  0.117
H -20.724 14.939 -17.023  0.067
H -20.124 23.647 -9.965  0.081
H -26.869 18.323 -17.013  0.115
H -20.047 19.356 -17.320  0.096
H -20.898 17.494 -15.305  0.093
H -17.576 23.615 -20.691  0.073
H -16.877 16.106 -11.645  0.073
H -18.568 23.619 -10.690  0.077
H -20.494 18.206 -18.556  0.114
H -25.123 22.615 -13.995  0.104
H -19.526 22.202 -10.955  0.054
H -16.829 16.851 -10.069  0.081
H -25.909 14.377 -13.254  0.050
H -17.789 21.805 -9.324  0.103
H -22.884 19.005 -18.456  0.081
H -22.320 15.522 -14.556  0.095
H -27.073 18.070 -15.380  0.115
H -20.797 14.560 -14.577  0.118
H -26.933 20.566 -15.831  0.079
H -18.200 23.430 -18.359  0.137
H -18.609 18.464 -10.646  0.105
H -22.305 15.727 -17.018  0.058
H -25.378 20.097 -14.996  0.061
H -24.240 17.456 -10.773  0.098
H -25.017 18.990 -8.061  0.112
H -17.501 19.775 -12.255  0.108
H -21.493 20.228 -19.877  0.121
H -25.638 21.576 -11.730  0.078
H -25.068 16.695 -13.042  0.083
H -17.054 23.961 -17.080  0.089
H -16.457 24.823 -21.334  0.074
H -24.058 19.804 -5.991  0.119
H -22.096 13.984 -16.575  0.079
H -20.504 21.215 -18.882  0.122
H -24.515 20.608 -12.595  0.054
H -18.334 23.011 -8.202  0.115
H -24.424 17.849 -15.264  0.100
H -24.726 23.645 -12.599  0.113
H -18.822 17.816 -12.222  0.092
H -18.893 20.639 -7.602  0.119
H -22.210 18.171 -17.095  0.044
H -19.906 20.469 -8.973  0.093
H -22.439 18.918 -7.442  0.060
H -27.104 15.350 -12.350  0.077
H -24.443 17.772 -16.952  0.094
H -15.605 24.874 -18.920  0.116
H -20.189 16.783 -13.903  0.115
H -25.462 20.353 -16.754  0.076
H -23.968 21.733 -11.291  0.082
H -24.114 18.240 -5.196  0.126
H -24.041 15.503 -12.553  0.105

=====

The following is a quantum chemistry calculation of C44H63BaGe2N4OP2S as an isolated structure, from OMol25.

Properties
Frontier orbital gap (spin up / spin down): 0.289 / 0.261 Ha
LUMO energy (spin up / spin down): -4.05 / -5.99 eV
Total charge: +2
2S+1: 2

Each line ends with the Löwdin charge.
Positions of all 118 atoms, in Å:
Ba 0.116 0.232 0.595  1.454
Ge -1.025 0.546 -3.940  0.674
Ge -1.354 -0.777 -1.894  0.807
S 1.604 3.107 -1.011  0.944
P -2.606 2.277 0.984  0.792
P 0.537 3.170 2.579  0.798
O 0.892 1.730 -1.106  -0.923
N 2.854 -0.938 -0.301  0.054
N 0.858 -2.983 0.835  0.091
N -0.858 -0.218 3.235  -0.014
N 1.814 -1.174 2.809  -0.200
C 1.537 -5.682 1.093  -0.037
C 0.545 3.094 4.407  -0.270
C -1.027 -5.198 -3.606  -0.068
C -1.948 -4.939 -2.592  -0.065
C -3.162 -0.589 -1.153  -0.395
C 1.161 -5.170 -0.136  -0.038
C 1.607 -4.822 2.175  -0.023
C 1.485 -0.265 3.919  -0.171
C 3.944 -2.013 1.639  -0.103
C -0.982 4.176 2.307  -0.420
C -2.848 3.542 -0.324  -0.266
C -0.419 -0.278 5.577  -0.012
C -5.848 -0.688 -0.347  -0.083
C -2.682 -0.263 4.794  -0.035
C -4.149 0.088 -1.881  -0.114
C 3.522 -1.442 -2.561  -0.052
C 0.008 -0.252 4.260  -0.321
C -1.337 2.428 -3.606  -0.242
C 3.469 3.875 -2.782  -0.203
C -2.274 -0.131 -5.247  -0.224
C 0.760 0.296 -4.676  -0.238
C -5.486 0.026 -1.485  -0.070
C -0.230 -4.171 -4.098  -0.066
C 4.669 -2.427 -0.716  -0.005
C 1.961 3.631 -2.703  -0.295
C 1.801 4.480 2.330  -0.289
C 3.342 2.748 -0.637  -0.296
C 4.105 2.753 -1.962  -0.202
C -4.348 1.845 1.322  -0.259
C -4.871 -1.323 0.413  -0.086
C -2.070 -3.657 -2.064  -0.100
C -1.275 -2.610 -2.549  -0.397
C 3.803 -1.764 0.154  -0.267
C -2.291 3.378 2.428  -0.422
C -3.539 -1.269 0.015  -0.167
C -0.351 -2.890 -3.567  -0.152
C -2.176 -0.239 3.510  -0.149
C 0.831 -3.829 -0.216  -0.114
C -1.780 -0.271 5.849  -0.024
C 1.384 -2.534 3.174  -0.121
C 1.277 -3.486 2.004  -0.292
C 4.528 -2.274 -2.081  -0.034
C 3.276 -1.045 2.597  -0.177
C 2.732 -0.793 -1.638  -0.179
H -4.726 1.168 0.555  -0.002
H 5.173 2.906 -1.800  0.128
H 0.395 -2.468 3.622  0.125
H 1.795 -6.730 1.204  0.121
H -0.960 4.991 3.033  0.088
H -0.939 -6.199 -4.018  0.113
H -0.926 3.014 -4.436  0.037
H 0.310 -0.307 6.379  0.129
H -2.133 -0.287 6.874  0.124
H 1.572 5.348 2.951  0.055
H -6.891 -0.745 -0.049  0.119
H -5.151 -1.873 1.306  0.116
H -2.102 -1.199 -5.403  0.027
H 3.804 3.884 -3.818  0.127
H -3.140 4.059 2.509  0.088
H 0.762 -0.582 -5.328  0.029
H 3.979 1.792 -2.469  0.110
H 5.446 -3.068 -0.308  0.127
H 1.340 4.494 -2.939  0.102
H -2.849 -0.240 2.653  0.076
H 1.951 -0.111 -1.977  0.047
H -2.796 -1.791 0.611  0.093
H 0.352 4.088 4.814  0.057
H -0.857 2.731 -2.675  -0.026
H 3.680 3.537 0.041  0.094
H -2.803 -3.481 -1.289  0.093
H 3.620 -3.036 1.839  0.114
H 5.195 -2.791 -2.765  0.122
H 3.721 4.847 -2.349  0.124
H 1.932 -5.177 3.148  0.124
H -0.900 4.640 1.318  0.071
H -4.448 1.355 2.296  0.044
H -3.892 0.645 -2.777  0.077
H -2.293 2.764 3.335  0.066
H 1.799 0.742 3.626  0.085
H 2.049 -0.515 4.827  0.133
H -3.314 0.017 -4.946  0.021
H 3.782 -1.150 3.565  0.128
H -6.247 0.532 -2.073  0.118
H 2.792 4.111 2.608  0.046
H 1.536 0.169 -3.916  -0.017
H -3.753 -0.286 4.962  0.119
H -1.905 3.871 -0.765  0.023
H 1.827 4.798 1.288  0.008
H 1.518 2.754 4.767  0.049
H 1.114 -5.792 -1.023  0.113
H -2.092 0.403 -6.185  0.039
H -3.454 3.108 -1.123  0.038
H 0.290 -2.103 -3.951  0.059
H 0.541 -3.411 -1.167  0.074
H 1.001 1.171 -5.290  0.035
H -0.214 2.404 4.780  0.028
H 3.360 -1.298 -3.625  0.109
H 3.459 -0.020 2.256  0.119
H 1.643 2.777 -3.304  0.081
H 0.479 -4.366 -4.895  0.111
H -4.954 2.755 1.329  0.063
H -2.408 2.639 -3.536  0.023
H 2.044 -2.962 3.939  0.140
H 3.339 1.791 -0.107  0.080
H -2.577 -5.739 -2.215  0.113
H 5.009 -2.010 1.878  0.131
H -3.373 4.410 0.082  0.058